No. 1
Computed, not measured: a single C4H9NO2 molecule, with wB97M-V/def2-TZVPD.

Geometry as XYZ:
```
16
Properties=species:S:1:pos:R:3:forces:R:3:mulliken_charge:R:1
H -0.5043 0.5974 1.6948 0.266 0.415 0.381 0.345
H -0.1766 1.7626 -1.9963 0.031 0.141 -0.297 0.434
O -0.0418 -2.4821 0.9083 -0.353 0.061 -0.032 -0.503
C -0.6679 1.4727 -1.0761 0.022 -0.193 0.183 -1.679
H 0.4871 -1.4999 -1.0194 0.232 0.076 0.471 0.293
H 0.1789 -0.4983 -2.1727 0.232 0.390 0.015 0.253
H 1.1033 1.0914 -0.0798 0.017 -0.497 0.300 0.167
C 0.2413 0.4668 -0.3695 0.118 0.599 0.254 0.487
H -0.7937 2.3748 -0.4831 -0.102 0.055 0.135 0.394
C 0.1466 -1.3916 1.3550 0.681 -0.202 0.458 0.347
N 0.7069 -0.5493 -1.3035 -0.526 -0.590 -0.607 -0.624
C -0.4724 -0.1193 0.8974 -0.589 0.548 -1.355 -0.572
H 1.8854 -0.8521 2.0159 -0.226 0.012 0.198 0.332
H -1.5069 -0.2173 0.5519 0.087 -0.715 0.274 0.398
O 1.0662 -1.2166 2.3889 0.068 -0.028 -0.380 -0.497
H -1.6520 1.0608 -1.3119 0.042 -0.071 0.002 0.424
```
Positions in Å, forces in eV/Å.

Computed properties:
**HOMO-LUMO gap**: 0.38349 hartree
**HOMO**: -9.7 eV
**Total charge**: 0
**E_LUMO**: 0.768 eV
**Molar mass**: 103.1 Da
**Energy relative to the best compared isomer or geometry (same formula, charge and spin)**: 27.6 kcal/mol
**SMILES string**: C[C@H](N)CC(=O)O

No. 2
Computed, not measured: 2 unconnected molecules or ions with the total composition C4H9NO2, with wB97M-V/def2-TZVPD.

Geometry as XYZ:
```
16
Properties=species:S:1:pos:R:3:forces:R:3:mulliken_charge:R:1
H -2.7120 -0.4006 1.7129 0.026 0.107 -0.114 0.236
C -2.3362 0.2245 0.9000 -0.282 0.113 0.148 -0.722
H 3.5257 -0.1134 0.8364 -0.114 -0.014 -0.047 0.399
H -1.2948 0.4308 -1.4850 0.101 -0.036 0.089 0.376
H 0.5758 -1.4105 -1.2410 0.046 0.131 0.038 0.339
H -0.3474 1.3627 -0.3094 -0.039 -0.126 -0.025 0.306
H 0.9149 0.1308 -2.1214 0.001 -0.032 0.170 0.279
O -1.1847 -0.3992 0.3954 0.048 -0.059 -0.024 -0.282
H -2.1131 1.2287 1.2931 -0.008 -0.143 -0.048 0.313
O 2.6324 0.1043 -0.9849 0.003 -0.038 0.232 -0.576
C -0.5925 0.3376 -0.6311 0.204 0.090 -0.165 -0.282
H -3.1193 0.3206 0.1314 0.112 -0.024 0.099 0.290
H 1.3549 -0.7747 1.7093 0.047 0.011 -0.102 0.142
C 0.6275 -0.3293 -1.1805 -0.314 -0.048 -0.174 -0.470
N 1.4646 -0.5337 0.7299 0.238 0.084 -0.043 -0.402
C 2.6042 -0.1786 0.2449 -0.069 -0.016 -0.034 0.054
```
Positions in Å, forces in eV/Å.

Computed properties:
**HOMO-LUMO gap**: 0.37496 hartree
**HOMO**: -9.4 eV
**Total charge**: 0
**E_LUMO**: 0.806 eV
**Molar mass**: 103.1 Da
**Energy relative to the best compared isomer or geometry (same formula, charge and spin)**: 105.0 kcal/mol

No. 3
Computed, not measured: a single C4H9NO2 molecule, with wB97M-V/def2-TZVPD.

Geometry as XYZ:
```
16
Properties=species:S:1:pos:R:3:forces:R:3:mulliken_charge:R:1
H -0.5268 -1.1302 1.7624 0.197 0.243 0.207 0.263
O 0.8957 -1.4140 -0.4942 -0.318 0.412 0.053 -0.577
H 3.1308 -0.7520 -0.6071 -0.018 0.100 0.096 0.295
H -3.4422 0.2038 -0.7488 0.302 -0.190 0.142 0.307
H -0.5433 0.6376 1.6652 -0.020 -0.248 -0.461 0.343
H -1.6351 -1.3087 -0.2644 -0.077 -0.149 -0.022 0.247
H -1.9427 0.8808 -1.3570 0.137 0.167 0.211 0.288
H 2.4164 0.6795 -1.3714 0.174 -0.068 -0.046 0.273
C 2.8250 0.2802 -0.4416 0.148 0.026 -0.194 -0.627
C -0.5378 -0.2849 1.0627 -0.015 -0.049 0.272 -0.640
C 0.7709 -0.4917 0.2784 -0.204 -0.264 -0.172 0.778
O 1.7792 0.3633 0.5472 -0.262 0.024 -0.195 -0.330
H -2.6514 1.3945 0.2242 0.248 0.140 -0.118 0.290
N -1.7708 -0.4920 0.3128 0.073 -0.330 -0.049 -0.328
C -2.4470 0.5506 -0.4369 -0.038 0.205 0.007 -0.815
H 3.6793 0.8830 -0.1315 -0.327 -0.020 0.268 0.231
```
Positions in Å, forces in eV/Å.

Computed properties:
**HOMO-LUMO gap**: 0.35828 hartree
**HOMO**: -8.9 eV
**Total charge**: 0
**E_LUMO**: 0.899 eV
**Molar mass**: 103.1 Da
**Energy relative to the best compared isomer or geometry (same formula, charge and spin)**: 35.8 kcal/mol
**SMILES string**: CNCC(=O)OC

Calculated total energy in order - -363.0415, -362.9183, -363.0285 Ha